Entry 1:
C27H32BF3O2S | the ωB97M-V functional and the def2-TZVPD basis

The charge is 0. As for the spin multiplicity: 1. For the relative energy (zero: lowest compared OMol25 entry of this formula, charge and spin), the calculation gives 0.971 eV. As for the frontier orbital gap: 0.29605 Eh. The SMILES is CC(C)(B1OC(C)(C)C(C)(C)O1)c1ccccc1.Cc1ccc(-c2ccc(C(F)(F)F)cc2)s1. The calculation puts the total energy at -1921.24115 hartree. Its LUMO energy is 0.002 Eh.

Atoms and positions in Å:
C -1.686 -0.621 3.923
C -1.253 0.485 3.033
C -0.399 1.537 3.332
C -0.168 2.420 2.244
C -0.817 2.049 1.055
B 1.745 -1.855 -0.737
C -1.200 3.106 0.116
C -0.281 4.135 -0.207
C -0.650 5.159 -1.080
C -1.916 5.123 -1.646
C -2.314 6.200 -2.609
F -2.873 5.678 -3.747
F -3.267 7.015 -2.054
F -1.274 6.994 -3.000
C -2.856 4.152 -1.315
C -2.492 3.154 -0.428
O 2.820 -2.238 0.051
C 2.441 -3.504 0.645
C 3.555 -4.482 0.294
C 2.400 -3.324 2.155
C 1.020 -3.821 -0.007
C 0.899 -5.213 -0.583
C -0.183 -3.588 0.924
O 0.912 -2.875 -1.112
S -1.930 0.714 1.436
H -0.828 -1.020 4.487
H -2.451 -0.308 4.651
H -2.122 -1.433 3.324
H 0.044 1.678 4.316
H 0.408 3.336 2.314
H 0.729 4.112 0.209
H 0.043 5.964 -1.316
H -3.854 4.177 -1.752
H -3.205 2.367 -0.179
H 3.366 -5.457 0.755
H 3.671 -4.604 -0.788
H 4.504 -4.102 0.687
H 2.082 -4.248 2.653
H 3.403 -3.075 2.523
H 1.713 -2.517 2.442
H 0.986 -5.955 0.228
H -0.090 -5.324 -1.047
H 1.668 -5.413 -1.341
H -0.176 -4.289 1.774
H -0.228 -2.561 1.327
H -1.122 -3.761 0.371
C 2.425 0.458 -1.404
C 1.261 -0.186 -0.613
C 1.340 0.114 0.852
C -0.065 0.044 -1.339
C -0.278 1.225 -2.063
C -1.420 1.407 -2.848
C -2.440 0.447 -2.823
C -2.289 -0.673 -2.010
C -1.109 -0.884 -1.290
H 2.309 0.270 -2.482
H 2.491 1.551 -1.266
H 3.375 -0.002 -1.107
H 0.377 -0.161 1.306
H 2.117 -0.451 1.414
H 1.506 1.193 1.012
H 0.486 2.015 -2.053
H -1.500 2.307 -3.460
H -3.324 0.600 -3.450
H -3.078 -1.421 -1.939
H -0.961 -1.819 -0.754

***

Entry 2:
C27H32BrClN4ORh | the ωB97M-V functional and the def2-TZVPD basis

The charge is +1. The expectation value of S² is 6.0741. As for the spin multiplicity: 5. As for the frontier orbital gap (alpha / beta): 0.25434 / 0.23995 Eh. The calculation puts the total energy at -4486.76869 hartree. Its LUMO energy (alpha / beta) is -0.085 / -0.163 Eh.

Atoms and positions in Å:
Rh 2.991 -0.176 -0.182
C -4.640 1.541 -1.931
C -3.876 2.529 -0.971
C -4.731 2.764 0.250
C -3.537 3.846 -1.651
C -2.507 1.791 -0.645
C -1.307 2.197 -1.183
C -0.262 1.325 -1.101
Br 1.289 1.785 -2.040
C -0.327 0.064 -0.450
O 0.676 -0.659 -0.236
C -1.620 -0.360 0.136
C -2.622 0.526 0.027
C -1.692 -1.699 0.937
C -0.726 -1.615 2.145
C -3.103 -1.861 1.464
C -1.304 -2.866 0.084
H -5.504 2.152 -2.177
H -5.000 0.646 -1.494
H -4.104 1.396 -2.871
H -5.664 3.145 -0.120
H -4.299 3.502 0.926
H -4.932 1.844 0.797
H -4.446 4.467 -1.935
H -2.956 3.789 -2.589
H -2.967 4.469 -0.925
H -1.181 3.143 -1.713
H -3.557 0.240 0.456
H -1.111 -0.970 2.906
H 0.283 -1.317 1.838
H -0.625 -2.648 2.587
H -3.498 -1.109 2.122
H -3.047 -2.838 1.887
H -3.929 -1.900 0.659
H -0.300 -2.909 -0.232
H -1.941 -3.090 -0.802
H -1.425 -3.778 0.692
N 3.940 -3.423 -2.533
C 3.783 -2.634 -3.675
C 3.300 -1.437 -3.226
N 3.231 -1.512 -1.831
C 3.591 -2.720 -1.495
C 3.412 -3.156 -0.180
N 3.054 -2.286 0.711
C 2.964 -2.880 1.933
C 3.184 -4.196 1.807
N 3.502 -4.395 0.433
H 4.327 -4.366 -2.458
H 4.092 -2.925 -4.695
H 2.948 -0.548 -3.704
H 2.709 -2.282 2.795
H 3.104 -5.090 2.386
H 3.909 -5.211 -0.001
Cl -0.420 4.557 0.689
C 1.015 3.520 1.059
C 2.247 3.642 0.455
C 3.229 2.720 0.604
C 2.980 1.627 1.514
C 4.004 0.638 1.736
C 1.721 1.544 2.116
C 0.700 2.407 1.871
H 2.514 4.466 -0.166
H 4.234 2.821 0.257
H 3.934 -0.072 2.493
H 4.973 0.831 1.220
H 1.543 0.695 2.826
H -0.223 2.304 2.393

***

Entry 3:
C27H32BrO7PSSbSe4Tc | the ωB97M-V functional and the def2-TZVPD basis

The charge is -1. The expectation value of S² is 3.7922. As for the spin multiplicity: 4. For the relative energy (zero: lowest compared OMol25 entry of this formula, charge and spin), the calculation gives 0.000 eV. As for the frontier orbital gap (alpha / beta): 0.23596 / 0.20959 Eh. The calculation puts the total energy at -14815.31180 hartree. Its LUMO energy (alpha / beta) is 0.071 / 0.031 Eh.

Atoms and positions in Å:
Tc -1.141 0.582 -1.762
C 0.902 1.455 3.171
C -0.316 2.038 2.471
C -1.103 2.959 3.388
C 0.091 2.764 1.195
O -1.192 0.888 2.232
P -1.850 0.398 0.882
O -2.216 1.516 -0.066
O -0.943 -0.573 0.127
O -3.167 -0.314 1.388
C -3.304 -1.348 2.399
C -2.145 -2.335 2.341
C -3.401 -0.678 3.762
C -4.610 -2.042 2.047
H 1.572 2.256 3.491
H 1.443 0.795 2.491
H 0.595 0.880 4.046
H -0.515 3.851 3.614
H -1.351 2.455 4.323
H -2.025 3.268 2.896
H 0.867 3.491 1.441
H -0.745 3.280 0.730
H 0.498 2.076 0.452
H -1.207 -1.861 2.635
H -2.029 -2.724 1.330
H -2.344 -3.166 3.022
H -2.515 -0.075 3.955
H -3.486 -1.440 4.539
H -4.281 -0.035 3.804
H -4.527 -2.521 1.074
H -5.420 -1.312 2.009
H -4.849 -2.799 2.796
O 1.130 0.551 -1.444
S 2.191 0.376 -0.404
C 3.098 1.921 -0.467
C 2.872 2.776 -1.533
C 3.535 3.995 -1.562
C 4.405 4.336 -0.535
C 4.615 3.468 0.531
C 3.950 2.252 0.577
C 3.408 -0.663 -1.205
C 4.231 -1.461 -0.427
C 5.185 -2.254 -1.050
C 5.289 -2.249 -2.433
C 4.441 -1.458 -3.200
C 3.490 -0.657 -2.589
H 2.167 2.510 -2.312
H 3.354 4.670 -2.389
H 4.916 5.290 -0.559
H 5.287 3.744 1.334
H 4.086 1.577 1.414
H 4.123 -1.466 0.652
H 5.836 -2.882 -0.457
H 6.029 -2.872 -2.919
H 4.519 -1.465 -4.279
H 2.808 -0.045 -3.165
Br -3.653 -7.302 -0.472
C -3.165 -5.556 -1.039
C -4.161 -4.625 -1.284
C -3.797 -3.347 -1.678
C -2.456 -3.022 -1.838
C -1.471 -3.970 -1.599
C -1.822 -5.248 -1.190
C -2.066 -1.633 -2.188
O -2.859 -0.671 -1.959
O -0.898 -1.394 -2.610
H -5.200 -4.891 -1.153
H -4.546 -2.585 -1.847
H -0.434 -3.688 -1.720
H -1.066 -5.992 -0.984
Se 1.876 4.406 -5.331
Sb -0.374 4.521 -4.546
Se -0.605 2.564 -2.841
Se -2.247 4.325 -6.155
Se -1.304 6.389 -3.371

***

Entry 4:
C27H32Cl2F5N2OPtSTe | the ωB97M-V functional and the def2-TZVPD basis

The charge is -1. As for the spin multiplicity: 1. For the relative energy (zero: lowest compared OMol25 entry of this formula, charge and spin), the calculation gives 0.668 eV. As for the frontier orbital gap (alpha / beta): 0.25864 / 0.25861 Eh. The calculation puts the total energy at -3438.20405 hartree. Its LUMO energy (alpha / beta) is 0.078 / 0.078 Eh.

Atoms and positions in Å:
Pt -0.155 -0.374 -0.036
C 2.227 0.281 2.871
C 2.366 1.802 2.825
C 1.206 2.472 3.569
C 2.637 2.349 1.426
C 3.875 2.955 1.229
C 4.238 3.490 0.009
C 3.342 3.443 -1.042
C 2.087 2.855 -0.913
C 1.172 2.934 -2.131
C 0.736 1.605 -2.743
C -0.030 3.862 -1.918
C 1.744 2.296 0.335
N 0.484 1.654 0.480
C -0.542 2.293 0.937
C -1.814 1.685 0.927
C -3.059 2.182 1.302
C -3.984 1.245 0.873
C -3.296 0.194 0.228
N -1.967 0.446 0.318
C -4.068 -0.908 -0.497
C -3.294 -1.684 -1.565
C -4.655 -1.892 0.520
C -5.212 -0.223 -1.264
H 2.180 -0.060 3.907
H 3.078 -0.207 2.390
H 1.323 -0.063 2.372
H 3.269 2.058 3.387
H 0.240 2.094 3.237
H 1.222 3.557 3.446
H 1.284 2.250 4.635
H 4.569 2.996 2.061
H 5.213 3.943 -0.123
H 3.617 3.873 -1.998
H 1.798 3.418 -2.888
H 0.040 1.050 -2.117
H 1.580 0.948 -2.959
H 0.218 1.799 -3.685
H -0.811 3.378 -1.330
H -0.470 4.115 -2.885
H 0.260 4.789 -1.420
H -0.445 3.314 1.304
H -3.245 3.131 1.779
H -5.056 1.320 0.955
H -2.521 -3.409 -0.978
H -2.850 -0.995 -2.289
H -4.003 -2.324 -2.100
H -3.859 -2.403 1.063
H -5.262 -2.642 0.006
H -5.284 -1.372 1.245
H -4.823 0.531 -1.950
H -5.921 0.259 -0.591
H -5.759 -0.968 -1.845
Cl 2.069 -1.025 -0.348
C 2.231 -2.644 0.319
C 3.377 -3.331 -0.031
C 3.554 -4.612 0.461
C 2.582 -5.162 1.284
C 1.443 -4.445 1.602
Cl 0.268 -5.197 2.628
C 1.197 -3.145 1.116
S -0.272 -2.302 1.464
H 4.095 -2.877 -0.700
H 4.427 -5.187 0.187
H 2.687 -6.166 1.671
F -0.264 -1.364 -2.609
Te 0.290 -3.383 -2.397
F 1.658 -2.705 -3.615
F 1.192 -5.030 -2.883
F -1.037 -4.733 -1.618
F -0.845 -3.565 -3.869
O -2.270 -2.471 -1.032